# 1
{
  "formula": "C5H10INO",
  "method": "ωB97M-V/def2-TZVPD",
  "elements": ["C", "C", "C", "C", "C", "N", "O", "I", "H", "H", "H", "H", "H", "H", "H", "H", "H", "H"],
  "xyz": [[-1.18308, 0.17328, 0.32249], [-0.31368, 1.02736, -0.43802], [-0.13367, -1.68368, -0.47432], [0.26602, 2.35740, 0.13894], [0.65471, -2.05353, 0.75589], [0.87908, 0.26818, -0.73162], [0.53891, -1.00697, -1.40710], [-3.27897, -0.22147, 0.00541], [-0.84134, 0.07740, 1.42310], [-0.75292, 1.14183, -1.34421], [-0.93762, -2.32730, -0.77016], [-0.55994, 3.10811, 0.31243], [1.00144, 2.62930, -0.57884], [0.73109, 2.23552, 1.16660], [1.38630, -1.26396, 0.99345], [1.15982, -2.91932, 0.42954], [-0.02455, -2.31201, 1.62237], [1.40837, 0.76986, -1.42595]],
  "largest_force_ev_per_a": 4.88,
  "molar_mass_g_mol": 227.04,
  "total_energy_ev": -16980.616,
  "homo_ev": -7.767,
  "charge": 0,
  "e_above_lowest_ev": 3.783
}

***

# 2
{
  "formula": "C13H15N3O3",
  "method": "ωB97M-V/def2-TZVPD",
  "elements": ["N", "C", "C", "O", "N", "C", "C", "C", "C", "N", "C", "C", "C", "C", "C", "C", "C", "O", "O", "H", "H", "H", "H", "H", "H", "H", "H", "H", "H", "H", "H", "H", "H", "H"],
  "xyz": [[1.59066, -1.36254, -2.56522], [1.82235, -1.06872, -1.18645], [1.57995, -2.36538, -0.44727], [1.87587, -3.42804, -0.93031], [0.97541, -2.20164, 0.77823], [0.76170, -0.93973, 1.43811], [-0.76869, -0.44994, 1.36243], [-1.17917, 0.14120, 0.03626], [-1.72647, -0.55063, -0.96899], [-2.01739, 0.27668, -2.05186], [-1.69807, 1.57289, -1.64320], [-1.81974, 2.81324, -2.30888], [-1.59788, 3.95835, -1.58475], [-1.07748, 3.96073, -0.27356], [-0.84838, 2.75879, 0.33566], [-1.16805, 1.56086, -0.35936], [1.16369, -1.11115, 2.86018], [1.22418, -2.15034, 3.45087], [1.34873, 0.08096, 3.48375], [2.16397, -0.76098, -3.11292], [1.79432, -2.32791, -2.76168], [2.84050, -0.66754, -0.92176], [1.12601, -0.33791, -0.83551], [0.89733, -3.02054, 1.37593], [1.43550, -0.15498, 1.03351], [-1.01391, 0.18238, 2.22523], [-1.28519, -1.39987, 1.53364], [-1.93645, -1.63139, -1.06524], [-2.63493, 0.09277, -2.80507], [-2.13314, 2.90248, -3.34476], [-1.72450, 4.92324, -2.06977], [-0.80591, 4.83659, 0.32071], [-0.30926, 2.75780, 1.29150], [1.49210, -0.08547, 4.41258]],
  "largest_force_ev_per_a": 2.24,
  "molar_mass_g_mol": 261.28,
  "total_energy_ev": -24338.018,
  "homo_ev": -8.246,
  "charge": 0,
  "e_above_lowest_ev": 0.821
}

***

# 3
{
  "formula": "C32H48ClN2O6OsP",
  "method": "ωB97M-V/def2-TZVPD",
  "elements": ["Os", "P", "Cl", "C", "H", "H", "C", "C", "C", "H", "C", "H", "H", "C", "H", "H", "C", "H", "H", "C", "H", "H", "H", "H", "C", "C", "H", "C", "H", "H", "C", "H", "H", "C", "H", "H", "C", "H", "H", "H", "H", "C", "H", "C", "H", "H", "C", "H", "H", "C", "H", "H", "C", "H", "H", "H", "H", "C", "C", "H", "C", "H", "C", "H", "H", "C", "H", "H", "C", "H", "H", "H", "H", "O", "C", "O", "C", "C", "C", "C", "C", "C", "N", "O", "O", "N", "O", "O", "H", "H", "H"],
  "xyz": [[-0.49666, 0.11761, 0.58555], [-0.34306, 0.37452, -1.66199], [1.97735, 1.28199, 1.14063], [-0.99405, 1.66901, 3.51071], [-0.13014, 2.24916, 3.17176], [-1.85429, 2.16126, 3.95923], [1.00592, -0.61940, -2.43357], [-0.24521, 2.20429, -2.03460], [2.41123, -0.05900, -2.19328], [0.93500, -1.57598, -1.89233], [3.45621, -1.06031, -2.72766], [2.51619, 0.90703, -2.71754], [2.58216, 0.13672, -1.12327], [3.21912, -1.39884, -4.20148], [4.46152, -0.64810, -2.58356], [3.38922, -1.98277, -2.13173], [1.78828, -1.88823, -4.43670], [3.39403, -0.50222, -4.81057], [3.93528, -2.15481, -4.53883], [0.77577, -0.86989, -3.92019], [1.60722, -2.06824, -5.50173], [1.63843, -2.84334, -3.91341], [0.88577, 0.08132, -4.46125], [-0.23700, -1.23015, -4.11452], [-1.97227, -0.24015, -2.33307], [0.15281, 2.54442, -3.48209], [-1.29084, 2.52867, -1.87480], [-0.10174, 4.03601, -3.72812], [1.21828, 2.31406, -3.64107], [-0.40623, 1.94938, -4.21557], [0.71049, 4.89453, -2.75303], [0.15030, 4.28562, -4.76451], [-1.17241, 4.25079, -3.59457], [0.43684, 4.50793, -1.29894], [1.77809, 4.75476, -2.96623], [0.49259, 5.95551, -2.91113], [0.62825, 2.99233, -1.06339], [1.08541, 5.07368, -0.61901], [-0.60102, 4.76065, -1.04332], [1.68899, 2.74280, -1.23258], [0.40250, 2.73679, -0.01270], [-2.16216, -1.76586, -2.45263], [-2.69103, 0.10965, -1.56857], [-3.61394, -2.07171, -2.83100], [-1.49160, -2.18553, -3.21529], [-1.90914, -2.27268, -1.51607], [-4.01654, -1.36745, -4.12643], [-3.75934, -3.15357, -2.92085], [-4.26013, -1.71994, -2.01678], [-3.75223, 0.13863, -4.05381], [-3.44293, -1.79059, -4.96125], [-5.07332, -1.54716, -4.34338], [-2.30804, 0.42576, -3.66531], [-3.97208, 0.62335, -5.01114], [-4.40523, 0.59157, -3.29695], [-1.63666, 0.05339, -4.45195], [-2.15856, 1.50446, -3.59917], [-0.57312, -1.75740, 0.42910], [-0.99030, 0.32616, 3.49146], [-0.21728, -2.32610, -0.51372], [-1.97605, -0.63898, 4.02757], [-0.03139, -0.15942, 3.31263], [-1.54999, -2.12357, 3.91387], [-2.19206, -0.39768, 5.08058], [-2.89328, -0.45559, 3.46024], [-1.66846, -2.66045, 2.48085], [-0.54507, -2.26705, 4.34177], [-2.24660, -2.70245, 4.53224], [-0.43242, -2.67989, 1.63902], [-1.93180, -3.70702, 2.52371], [-2.41714, -2.11970, 1.91746], [0.35403, -2.52587, 2.37033], [-0.02807, -3.67036, 1.33790], [2.68385, -1.98147, 2.27667], [2.04351, -1.10723, 2.77136], [0.81720, -0.70842, 2.02888], [1.93278, -0.66175, 4.19596], [1.77997, 0.66252, 4.65401], [1.60969, 0.91186, 6.03382], [1.64483, -0.13986, 6.96986], [1.89041, -1.45019, 6.52282], [2.01786, -1.71935, 5.13655], [1.91431, -2.54770, 7.47515], [1.73111, -2.23587, 8.68135], [2.13166, -3.69877, 7.01659], [1.24945, 2.25687, 6.46576], [1.21291, 3.15085, 5.57872], [1.06455, 2.41536, 7.70029], [1.71654, 1.45832, 3.91912], [1.48666, 0.06490, 8.02787], [2.18624, -2.74645, 4.79531]],
  "largest_force_ev_per_a": 5.97,
  "molar_mass_g_mol": 813.40,
  "total_energy_ev": -73493.286,
  "spin_multiplicity": 5,
  "homo_ev": [-6.759, -7.916],
  "charge": 0
}

***

# 4
{
  "formula": "C5H7NO",
  "method": "ωB97M-V/def2-TZVPD",
  "elements": ["C", "C", "C", "C", "C", "N", "O", "H", "H", "H", "H", "H", "H", "H"],
  "xyz": [[1.39955, 0.82994, -0.21795], [0.57844, 0.48350, -1.18845], [-2.01186, -0.09251, 0.73702], [-1.70573, -0.42982, -0.47280], [1.60603, -0.37024, 0.69514], [0.01939, -0.85737, -1.03720], [0.80741, -1.30489, -0.00761], [1.94090, 1.76722, -0.02768], [0.18549, 0.94721, -2.02977], [-3.00590, 0.12273, 0.88632], [-1.50674, 0.30666, 1.54751], [-2.41114, -0.61239, -1.20173], [2.75053, -0.61777, 0.58741], [1.35364, -0.17227, 1.72978]],
  "largest_force_ev_per_a": 5.01,
  "molar_mass_g_mol": 97.12,
  "total_energy_ev": -8830.348,
  "homo_ev": -8.222,
  "charge": 0,
  "e_above_lowest_ev": 5.855
}

***

# 5
{
  "formula": "C4H5CrO2",
  "method": "ωB97M-V/def2-TZVPD",
  "elements": ["O", "C", "C", "C", "C", "O", "Cr", "H", "H", "H", "H", "H"],
  "xyz": [[-0.97096, -2.35016, -0.32355], [0.33758, -1.96706, -0.36734], [0.70871, -0.66549, -0.29042], [-0.15609, 0.45531, -0.00374], [0.30366, 1.73884, -0.00766], [-0.37362, 2.81334, 0.28141], [-1.83214, 3.41414, 1.17107], [1.06620, -2.73131, -0.65821], [-1.01126, -2.42086, 0.68869], [1.76607, -0.45706, -0.47830], [-1.20056, 0.26628, 0.26297], [1.36240, 1.90404, -0.27492]],
  "largest_force_ev_per_a": 3.39,
  "molar_mass_g_mol": 137.08,
  "total_energy_ev": -36741.808,
  "spin_multiplicity": 6,
  "homo_ev": [-6.955, -7.141],
  "charge": 0,
  "e_above_lowest_ev": 0.000
}

***

# 6
{
  "formula": "C55H38ClF4N16O3RbSSe",
  "method": "ωB97M-V/def2-TZVPD",
  "elements": ["Rb", "Cl", "C", "C", "C", "C", "O", "C", "C", "N", "C", "C", "C", "C", "C", "C", "C", "C", "N", "C", "C", "H", "H", "H", "H", "H", "H", "H", "H", "H", "H", "N", "C", "N", "C", "N", "N", "C", "N", "C", "C", "C", "C", "C", "N", "H", "H", "H", "H", "H", "H", "H", "H", "N", "C", "C", "C", "C", "C", "C", "S", "O", "O", "N", "C", "N", "C", "C", "C", "N", "H", "H", "H", "H", "H", "H", "H", "H", "H", "F", "C", "C", "F", "C", "C", "C", "F", "C", "C", "C", "N", "C", "N", "F", "C", "C", "N", "C", "N", "C", "C", "C", "C", "C", "C", "Se", "C", "C", "C", "H", "H", "H", "H", "H", "H", "H", "H", "H", "H", "H"],
  "xyz": [[0.57184, -0.63059, -0.14392], [5.69565, 5.76741, 1.54682], [4.37757, 4.63264, 1.42938], [4.04146, 3.85145, 2.52324], [2.95147, 3.00748, 2.42714], [2.18749, 2.93422, 1.26503], [1.09057, 2.15821, 1.29628], [2.65483, 3.57753, 0.10322], [2.35028, 3.19241, -1.28697], [1.91993, 2.05214, -1.63440], [2.12553, 1.65185, -2.96889], [3.35629, 1.80773, -3.56144], [3.60981, 1.30818, -4.85504], [2.63112, 0.65590, -5.54542], [1.35103, 0.47766, -4.96832], [0.29326, -0.16699, -5.65029], [-0.91690, -0.28261, -5.03865], [-1.05761, 0.20972, -3.72467], [-0.11318, 0.82557, -3.06310], [1.08848, 0.96694, -3.67040], [3.71627, 4.47615, 0.22740], [4.61583, 3.91397, 3.43651], [2.64560, 2.39572, 3.26753], [2.72526, 3.89862, -2.04164], [4.15828, 2.26684, -2.99730], [4.59593, 1.43002, -5.28426], [2.81632, 0.25172, -6.53292], [0.46001, -0.58736, -6.63384], [-1.74448, -0.78284, -5.51870], [-1.99976, 0.06956, -3.20811], [4.06585, 5.00559, -0.64975], [-2.10853, -1.45502, 2.65110], [-3.07723, -1.23673, 1.74632], [-4.22806, -1.88973, 1.93077], [-5.18551, -1.59342, 1.05368], [-6.39864, -2.15778, 1.22189], [-5.04365, -0.72792, 0.03224], [-3.84631, -0.17558, -0.06256], [-2.81713, -0.35763, 0.75665], [-3.69257, 0.78471, -1.20473], [-4.59094, 0.73161, -2.27024], [-4.47059, 1.66966, -3.27933], [-3.47234, 2.62895, -3.19208], [-2.62234, 2.59489, -2.09747], [-2.72210, 1.69288, -1.12895], [-2.25821, -2.18158, 3.32743], [-1.18897, -1.04118, 2.59136], [-6.42382, -2.96743, 1.81779], [-7.03046, -2.16697, 0.43064], [-5.35535, -0.03094, -2.27993], [-5.14793, 1.64922, -4.12350], [-3.33883, 3.37498, -3.96406], [-1.81285, 3.30920, -1.99257], [-0.27466, -8.28571, 1.48268], [0.39350, -7.05886, 1.39248], [-0.06449, -6.07316, 0.51742], [0.56727, -4.84579, 0.45521], [1.65864, -4.58847, 1.27834], [2.12422, -5.55836, 2.14931], [1.49616, -6.79279, 2.20227], [2.39829, -2.98094, 1.21939], [2.28855, -2.55402, -0.16508], [3.73481, -3.06611, 1.75891], [1.41209, -2.01966, 2.04187], [1.36973, -2.05040, 3.38096], [2.01955, -2.98501, 4.11266], [1.92852, -2.89299, 5.42473], [1.19956, -1.91223, 6.08025], [0.51613, -1.03526, 5.24850], [0.57941, -1.08672, 3.93376], [-0.80155, -8.53383, 0.66024], [0.29461, -9.04859, 1.81247], [-0.91356, -6.27440, -0.12499], [0.23308, -4.09591, -0.25184], [2.97403, -5.33033, 2.77671], [1.85722, -7.55852, 2.88060], [2.46076, -3.65575, 5.98947], [1.14090, -1.85496, 7.15709], [-0.12433, -0.25967, 5.66188], [-3.10589, -3.51345, -1.53148], [-3.83529, -3.53819, -2.66902], [-5.20097, -3.63817, -2.51638], [-5.64926, -3.74965, -1.25018], [-6.11425, -3.66566, -3.57647], [-5.47295, -3.67760, -4.82024], [-4.10050, -3.61726, -4.97528], [-3.63411, -3.60323, -6.24361], [-3.19783, -3.51514, -3.91231], [-1.75320, -3.38047, -4.06541], [-0.96203, -2.90735, -3.00938], [-0.30771, -2.46223, -2.16113], [-1.08307, -3.51895, -5.29281], [-0.48009, -3.62368, -6.27746], [-6.20894, -3.71553, -5.95087], [-7.55307, -3.66202, -3.37790], [-8.11743, -3.38492, -2.12108], [-8.60198, -3.14720, -1.09395], [-8.48418, -3.82125, -4.42169], [-9.29383, -3.94492, -5.24110], [-3.46750, 6.84220, 4.79661], [-2.72512, 5.85698, 3.93638], [-1.42047, 6.08548, 3.53338], [-0.72290, 5.18422, 2.73572], [0.69586, 5.49886, 2.36080], [-1.35795, 4.01613, 2.30328], [-0.67185, 2.69232, 1.02361], [-2.67525, 3.74770, 2.72411], [-3.40673, 2.49671, 2.34505], [-3.32528, 4.67604, 3.52670], [-2.82883, 7.68142, 5.07151], [-3.82437, 6.37268, 5.71491], [-4.33919, 7.23946, 4.27330], [-0.91140, 6.98794, 3.85592], [1.08994, 6.32673, 2.95021], [0.78412, 5.76191, 1.30096], [1.32487, 4.63685, 2.53978], [-2.78565, 1.61200, 2.48678], [-3.69626, 2.51566, 1.29540], [-4.31131, 2.38320, 2.94257], [-4.33710, 4.45116, 3.84736]],
  "largest_force_ev_per_a": 1.49,
  "molar_mass_g_mol": 1278.96,
  "total_energy_ev": -187869.433,
  "homo_ev": -1.611,
  "charge": -2,
  "e_above_lowest_ev": 1.360
}

***

# 7
{
  "formula": "CF3NO",
  "method": "ωB97M-V/def2-TZVPD",
  "elements": ["F", "N", "O", "C", "F", "F"],
  "xyz": [[-1.83805, 0.43541, -0.11083], [-0.77316, -0.61608, 0.14900], [0.04704, -0.18265, 1.16905], [0.48725, -0.03047, -0.09046], [0.61183, 1.18435, -0.58002], [1.46509, -0.79056, -0.53675]],
  "largest_force_ev_per_a": 3.25,
  "molar_mass_g_mol": 99.01,
  "total_energy_ev": -12722.704,
  "homo_ev": -12.243,
  "charge": 0,
  "e_above_lowest_ev": 0.240
}